{"formula": "C44H94O30P2S5", "method": "ωB97M-V with the def2-TZVPD basis set", "e_tot_ev": -181332.4139, "e_lumo_ev": -0.031, "max_force_ev_per_a": 7.9, "homo_energy_ev": -9.7, "homo_lumo_gap_ev": 9.6, "smiles": "CCOP(=O)(OCC)OCC.CCOP(=O)(OCC)OCC.O=S1(=O)CCCC1.O=S1(=O)CCCC1.O=S1(=O)CCCC1.O=S1(=O)CCCC1.O=S1(=O)CCCC1.COC(=O)OC.COC(=O)OC.COC(=O)OC.COC(=O)OC", "symbols": ["S", "S", "S", "S", "S", "P", "P", "O", "O", "O", "O", "O", "O", "O", "O", "O", "O", "O", "O", "O", "O", "O", "O", "O", "O", "O", "O", "O", "O", "O", "O", "O", "O", "O", "O", "O", "O", "C", "C", "C", "C", "C", "C", "C", "C", "C", "C", "C", "C", "C", "C", "C", "C", "C", "C", "C", "C", "C", "C", "C", "C", "C", "C", "C", "C", "C", "C", "C", "C", "C", "C", "C", "C", "C", "C", "C", "C", "C", "C", "C", "C", "H", "H", "H", "H", "H", "H", "H", "H", "H", "H", "H", "H", "H", "H", "H", "H", "H", "H", "H", "H", "H", "H", "H", "H", "H", "H", "H", "H", "H", "H", "H", "H", "H", "H", "H", "H", "H", "H", "H", "H", "H", "H", "H", "H", "H", "H", "H", "H", "H", "H", "H", "H", "H", "H", "H", "H", "H", "H", "H", "H", "H", "H", "H", "H", "H", "H", "H", "H", "H", "H", "H", "H", "H", "H", "H", "H", "H", "H", "H", "H", "H", "H", "H", "H", "H", "H", "H", "H", "H", "H", "H", "H", "H", "H"], "coordinates": [[-2.67, 4.96, -0.73], [-0.31, 0.87, 3.47], [-1.24, 4.75, -5.16], [5.45, -3.18, -0.92], [3.72, 1.71, 0.04], [-7.55, 2.17, -0.77], [3.83, -7.31, 4.32], [2.80, -6.12, 4.32], [2.38, -0.36, -4.35], [-3.10, -4.48, 2.21], [4.12, -7.88, 3.01], [0.45, -0.90, -1.00], [4.11, -2.71, -1.12], [-2.82, 5.09, -2.17], [4.46, 2.75, 0.68], [-1.78, -0.63, -0.38], [-3.38, -5.26, 4.10], [-2.02, 3.69, -5.69], [-7.37, 2.88, 0.47], [-0.59, 0.89, -1.64], [0.56, 0.00, 2.72], [0.25, 1.66, 4.52], [-0.32, 4.50, -4.07], [4.15, 0.34, 0.11], [5.85, -4.16, 0.06], [-6.30, 1.42, -1.26], [1.87, 1.28, -5.48], [5.60, -1.73, 2.19], [4.98, -6.70, 5.17], [-2.37, 3.66, -0.18], [-8.00, 3.12, -1.95], [7.57, -2.28, 2.52], [-2.26, -3.42, 3.88], [3.26, -8.38, 5.33], [6.39, -1.64, 4.21], [0.26, 0.08, -4.63], [-8.61, 1.05, -0.79], [-2.75, 1.92, 3.02], [-4.10, 5.50, 0.26], [2.44, -5.53, 3.05], [6.50, -1.88, 3.08], [5.84, -5.07, 3.61], [-2.26, 6.23, -4.86], [-4.88, 0.61, -3.04], [0.99, 2.10, -6.21], [1.38, 0.29, -4.82], [-6.00, 4.22, -2.92], [-2.96, -3.34, 1.36], [-1.71, -0.13, 4.03], [-0.29, 5.44, -6.56], [6.63, -1.79, -0.80], [-2.85, 0.86, 4.13], [-9.80, 0.83, 1.32], [2.02, 1.87, 0.60], [8.66, -2.45, 3.36], [-0.79, -0.30, -1.00], [1.40, -9.22, 4.04], [6.04, -3.79, -2.52], [-7.36, 4.37, -2.30], [-3.61, 6.66, 1.07], [-1.35, 1.79, 2.36], [3.33, 2.15, -1.66], [-1.61, 1.66, -2.28], [6.18, -6.15, 4.57], [6.93, -1.45, -2.26], [2.62, -9.56, 4.87], [7.04, -2.76, -3.08], [4.31, -1.32, 2.70], [-2.86, -4.29, 3.45], [-1.56, 7.32, -5.69], [2.65, -4.05, 3.02], [2.21, -1.61, -3.71], [-3.22, -5.13, 5.49], [1.52, 3.06, -0.16], [-6.29, 0.68, -2.52], [2.01, 2.93, -1.61], [-1.07, 6.67, -6.99], [0.92, -1.78, -0.05], [-9.86, 1.33, -0.10], [-1.61, 6.27, -0.08], [-2.12, 6.45, 1.30], [-10.70, 0.82, -0.59], [-2.19, -5.33, 5.76], [-6.75, -0.31, -2.50], [4.28, -0.24, 2.63], [3.02, -6.03, 2.26], [1.24, -2.08, -3.96], [-2.08, 8.25, -5.89], [0.30, 2.62, -5.52], [-0.92, 2.73, 2.02], [-3.22, -3.68, 0.38], [3.66, -3.80, 3.34], [0.63, -9.98, 4.00], [0.35, 1.51, -6.87], [-2.91, 1.31, 5.12], [-1.99, 5.54, 1.88], [-3.96, 7.63, 0.69], [5.37, -4.21, 4.07], [-3.54, 1.68, 2.33], [-5.97, 3.43, -3.67], [-10.55, 0.08, 1.57], [-2.57, 1.70, -1.79], [-1.84, 6.48, -7.74], [6.06, -1.11, -0.17], [-5.19, 4.04, -2.22], [0.98, -1.46, 0.99], [6.73, -2.50, -4.08], [4.16, -1.62, 3.72], [-0.43, 7.42, -7.48], [-3.87, -5.85, 5.98], [0.69, 5.72, -6.18], [1.41, -5.80, 2.79], [6.70, -5.70, 5.42], [-4.15, 6.76, 2.03], [-1.75, 1.25, -3.29], [-1.81, 7.13, -0.73], [8.43, -2.98, 4.29], [-3.57, -2.50, 1.68], [0.43, 3.05, -0.24], [1.55, 0.91, 0.35], [1.96, 2.00, 1.67], [-8.05, 4.91, -2.95], [1.96, -1.98, -0.34], [6.75, -4.77, 3.08], [9.01, -1.48, 3.72], [-4.42, 4.65, 0.86], [-3.50, -4.14, 5.86], [-1.71, 7.28, 1.87], [1.30, 2.32, -2.16], [-8.86, 0.31, 1.50], [-4.20, 0.01, -2.43], [-1.69, -0.97, 3.35], [2.00, -3.57, 3.75], [-0.62, 7.54, -5.16], [2.04, -1.54, -2.63], [3.60, -1.72, 1.99], [-6.80, 1.31, -3.27], [-3.75, 0.24, 4.07], [-0.61, 5.89, -0.31], [-4.78, 0.21, -4.04], [5.19, -3.64, -3.19], [-1.16, 2.62, -2.46], [3.04, -2.29, -3.83], [0.97, -8.28, 4.41], [-2.87, 2.88, 3.51], [3.14, 1.21, -2.16], [-7.24, 5.05, -1.44], [-1.35, -0.59, 4.96], [0.51, -2.78, -0.17], [-5.72, 5.14, -3.45], [7.45, -2.23, -0.24], [1.82, 3.98, 0.34], [-1.91, -3.06, 1.43], [6.78, -6.97, 4.18], [2.33, -10.06, 5.79], [9.41, -2.92, 2.75], [-10.09, 2.39, -0.23], [-4.45, 1.62, -3.02], [2.07, 3.86, -2.17], [3.36, -10.16, 4.36], [6.04, -0.91, -2.58], [8.06, -3.13, -3.13], [-0.26, 4.69, -7.34], [2.49, -3.74, 1.99], [-3.24, 6.03, -5.31], [1.70, -8.95, 3.02], [7.87, -0.92, -2.24], [-4.95, 5.64, -0.41], [6.31, -4.83, -2.43], [4.17, 2.67, -2.10], [1.48, 2.93, -6.72], [-2.28, 6.52, -3.83], [5.09, -5.35, 2.86], [-9.87, 1.69, 1.98], [-1.62, 1.19, 1.49]]}